No. 1
{
  "formula": "C4H10OSi3",
  "method": "wB97M-V/def2-TZVPD",
  "e_homo_ha": [-0.245, -0.346],
  "multiplicity": 3,
  "symbols": ["C", "C", "C", "C", "O", "Si", "Si", "Si", "H", "H", "H", "H", "H", "H", "H", "H", "H", "H"],
  "positions_angstrom": [[-2.507, -0.485, 0.203], [-1.249, -0.239, 0.689], [-0.406, 0.768, 0.018], [-0.822, -0.970, 1.969], [0.970, 0.792, 0.579], [1.976, -0.182, -0.149], [2.103, 1.277, -1.885], [-0.318, 1.416, -1.720], [-3.063, -1.313, 0.744], [-2.984, -0.098, -0.677], [-0.622, -0.311, 2.775], [0.285, -1.414, 1.883], [-1.462, -1.802, 2.329], [0.980, -1.213, -0.146], [3.355, -0.577, 0.480], [2.423, 2.597, -1.520], [2.791, 1.072, -3.209], [-1.450, 0.680, -2.364]],
  "mulliken_spin": [0.42, -0.07, 0.59, 0.02, 0.01, 0.03, 0.11, 0.81, 0.01, 0.02, -0.01, 0.00, 0.00, 0.00, 0.01, 0.00, 0.00, 0.05]
}

=====

No. 2
{
  "formula": "H80O40",
  "method": "wB97M-V/def2-TZVPD",
  "e_homo_ha": -0.383,
  "multiplicity": 1,
  "de_lowest_kj_mol": 1144.7,
  "symbols": ["H", "H", "O", "H", "H", "O", "H", "H", "O", "H", "H", "O", "H", "H", "O", "H", "O", "H", "O", "H", "H", "O", "H", "H", "O", "H", "H", "O", "H", "H", "O", "H", "O", "H", "H", "O", "H", "H", "O", "H", "H", "O", "H", "H", "O", "H", "H", "O", "H", "H", "O", "H", "O", "H", "H", "O", "H", "O", "H", "H", "O", "H", "H", "O", "H", "H", "O", "H", "H", "O", "H", "H", "O", "H", "H", "O", "H", "H", "O", "H", "H", "O", "H", "H", "O", "H", "H", "O", "H", "O", "H", "H", "O", "H", "H", "H", "H", "H", "H", "O", "H", "H", "O", "H", "H", "O", "H", "H", "O", "H", "H", "O", "H", "H", "O", "H", "H", "O", "H", "H"],
  "positions_angstrom": [[0.603, 6.045, -1.276], [0.919, 6.254, -2.746], [1.285, 6.402, -1.867], [-1.130, -5.727, 4.101], [0.219, -5.304, 3.344], [-0.326, -5.204, 4.123], [-3.723, 1.910, 1.511], [-2.667, 1.862, 0.530], [-3.528, 2.298, 0.653], [0.294, -0.587, 0.629], [1.230, -1.563, 1.097], [1.258, -0.603, 0.971], [0.097, 0.772, -6.509], [0.886, 1.949, -5.711], [0.796, 1.416, -6.502], [1.690, 0.604, 3.559], [1.011, -0.057, 3.400], [-0.425, -3.615, 4.719], [-0.003, -2.728, 4.856], [5.784, 0.226, -1.715], [4.382, -0.078, -1.526], [5.216, -0.544, -1.638], [-1.451, 0.595, -4.456], [-0.615, 1.686, -3.725], [-1.007, 1.436, -4.555], [2.971, 4.546, -1.688], [4.051, 4.820, -0.511], [3.546, 4.185, -1.008], [-2.452, -0.864, 2.538], [-1.336, 0.098, 2.950], [-1.637, -0.451, 2.213], [-4.004, -1.315, -0.895], [-3.180, -1.136, -1.349], [2.819, 2.064, 2.880], [3.370, 2.192, 1.282], [3.521, 1.905, 2.267], [0.536, 4.877, 1.069], [0.115, 6.429, 1.146], [0.433, 5.722, 0.584], [-1.500, 4.841, -1.251], [-1.438, 4.490, -2.731], [-1.176, 5.174, -2.098], [-4.465, -3.697, 4.169], [-5.456, -2.339, 3.735], [-4.782, -2.930, 3.712], [-3.251, -2.370, -3.767], [-3.945, -1.588, -4.919], [-4.043, -1.878, -4.008], [-0.001, -2.013, -2.707], [-0.550, -1.234, -3.878], [-0.836, -1.604, -3.039], [-1.583, -1.083, -0.731], [-0.645, -1.281, -0.545], [-6.314, 0.960, -0.909], [-6.208, 2.266, -0.350], [-5.948, 1.820, -1.165], [-2.464, 0.304, 5.195], [-3.384, -0.082, 5.303], [-0.592, -0.549, 6.784], [-0.499, -0.932, 5.428], [-1.174, -0.505, 6.004], [-5.448, 0.778, 2.073], [-4.453, 0.094, 1.177], [-5.404, 0.239, 1.271], [-0.015, 2.890, -0.280], [1.322, 2.648, -0.476], [0.481, 2.213, -0.767], [4.130, -2.021, 1.525], [4.416, -2.520, 0.118], [4.457, -2.786, 1.040], [1.575, 1.759, -3.300], [1.321, 3.050, -2.841], [1.677, 2.686, -3.669], [3.091, -4.527, -2.605], [4.384, -4.000, -3.013], [3.457, -3.715, -2.991], [2.271, 1.295, -0.262], [3.682, 1.834, -0.899], [3.175, 1.597, -0.101], [3.648, 1.291, -3.211], [4.549, 2.507, -2.697], [4.319, 1.592, -2.593], [-2.793, -3.586, -0.709], [-1.840, -3.844, -1.639], [-1.821, -3.561, -0.713], [2.150, -0.947, -3.475], [2.394, -2.383, -3.120], [1.788, -1.637, -2.910], [-4.115, 1.320, -5.253], [-3.948, 2.015, -4.608], [-0.719, -3.841, 2.564], [-2.157, -2.999, 2.553], [-1.651, -3.780, 2.398], [-0.724, -2.104, -0.057], [1.127, -0.180, 2.374], [-3.372, -0.766, 5.963], [0.714, -2.828, 5.469], [-2.960, -1.596, -2.165], [-3.276, 1.644, -4.031], [-0.090, -3.496, -4.688], [0.535, -2.796, -4.600], [0.166, -4.325, -4.282], [-0.196, 2.052, 3.678], [-0.607, 1.738, 4.497], [0.718, 1.966, 3.954], [3.352, -0.251, 5.759], [3.666, 0.644, 5.640], [3.421, -0.742, 4.958], [0.813, 0.504, -2.531], [0.737, 0.089, -1.649], [-0.043, 0.927, -2.535], [-0.087, 3.464, 1.616], [-0.825, 2.880, 1.847], [0.076, 3.622, 2.565], [1.765, -4.356, -0.069], [2.722, -4.305, -0.119], [1.418, -4.198, 0.810], [2.559, -3.903, 2.859], [3.279, -4.214, 3.394], [2.560, -2.964, 2.677]],
  "mulliken_charge": [0.36, 0.32, -0.64, 0.31, 0.27, -0.65, 0.29, 0.18, -0.53, 0.41, -0.07, -0.19, 0.28, 0.32, -0.62, -0.16, -0.12, 0.32, -0.47, 0.31, 0.36, -0.68, 0.19, 0.19, -0.53, 0.28, 0.23, -0.48, 0.10, -0.07, 0.21, 0.18, -0.51, 0.23, 0.41, -0.66, 0.33, 0.22, -0.57, 0.28, 0.28, -0.62, 0.30, 0.28, -0.57, 0.31, 0.29, -0.63, -0.05, 0.11, 0.38, 0.16, -0.51, 0.27, 0.28, -0.56, 0.36, -0.62, 0.29, 0.31, -0.65, 0.32, 0.22, -0.56, -0.13, -0.01, 0.67, 0.33, 0.31, -0.63, 0.21, 0.15, -0.79, 0.27, 0.28, -0.61, -0.02, 0.22, -0.28, 0.20, 0.26, -0.62, 0.29, 0.20, -0.43, 0.23, 0.14, -0.32, 0.28, -0.59, 0.24, 0.24, -0.58, 0.00, 0.67, 0.27, 0.23, -0.05, 0.31, -0.57, 0.31, 0.28, -0.51, 0.24, 0.21, -0.62, 0.30, 0.29, 0.91, -0.53, -0.06, -0.56, 0.09, 0.39, -0.55, 0.32, 0.17, -0.46, 0.22, 0.17]
}

=====

No. 3
{
  "formula": "C15H39BrN2NbO3P2Pd",
  "method": "wB97M-V/def2-TZVPD",
  "e_homo_ha": -0.384,
  "multiplicity": 1,
  "total_charge": 1,
  "symbols": ["C", "C", "C", "C", "C", "C", "C", "C", "C", "C", "C", "Nb", "C", "C", "C", "O", "C", "N", "P", "N", "O", "P", "O", "Br", "H", "H", "H", "H", "H", "H", "H", "H", "H", "H", "H", "H", "H", "H", "H", "H", "H", "H", "H", "H", "H", "H", "H", "H", "H", "H", "H", "H", "H", "H", "H", "H", "H", "H", "H", "H", "H", "H", "H", "Pd"],
  "positions_angstrom": [[3.121, 1.071, 4.244], [1.788, 1.761, 4.391], [0.606, 0.884, 4.082], [-0.588, 1.654, 3.585], [-1.912, 1.013, 3.930], [-2.832, 0.648, 2.778], [-3.218, -0.798, 2.761], [-3.782, -1.281, 1.466], [-2.787, -1.632, 0.392], [-2.836, -0.688, -0.743], [-1.820, -0.933, -1.826], [0.293, -0.411, -1.309], [2.164, 0.595, -0.612], [1.006, -1.238, -3.284], [2.253, -0.592, -3.768], [3.359, -1.144, -3.106], [2.342, -0.856, -5.296], [3.630, -0.867, -5.883], [-0.260, 1.951, -2.258], [-0.317, 3.117, -1.128], [-1.650, 2.051, -2.935], [0.904, -2.724, -0.328], [-0.155, -3.762, -0.713], [2.751, -3.565, -1.055], [3.001, 0.027, 4.116], [3.757, 1.254, 5.079], [3.639, 1.434, 3.384], [1.684, 2.090, 5.392], [1.761, 2.618, 3.760], [0.880, 0.138, 3.374], [0.315, 0.412, 4.992], [-0.505, 1.757, 2.529], [-0.549, 2.630, 4.016], [-2.438, 1.703, 4.544], [-1.733, 0.137, 4.504], [-2.336, 0.843, 1.858], [-3.720, 1.234, 2.807], [-3.943, -0.964, 3.531], [-2.351, -1.367, 3.017], [-4.457, -0.545, 1.095], [-4.363, -2.143, 1.687], [-2.976, -2.627, 0.040], [-1.808, -1.629, 0.832], [-2.690, 0.289, -0.349], [-3.824, -0.687, -1.151], [-1.794, -1.952, -2.151], [-2.155, -0.377, -2.671], [-0.400, 0.095, 0.312], [2.839, -0.120, -0.192], [2.640, 1.168, -1.375], [1.950, 1.283, 0.172], [1.135, -2.292, -3.352], [0.209, -0.990, -3.955], [2.240, 0.470, -3.623], [3.855, -0.447, -2.637], [1.929, -1.820, -5.443], [1.633, -0.177, -5.854], [4.069, -1.770, -5.796], [4.248, -0.154, -5.524], [-1.269, 3.434, -0.967], [0.100, 2.845, -0.243], [-1.872, 2.940, -3.295], [-0.213, -4.514, -0.086], [1.453, 1.519, -5.760]],
  "nbo_charge": [-0.60, -0.40, -0.39, -0.37, -0.41, -0.38, -0.38, -0.38, -0.40, -0.39, -0.81, 1.14, -1.11, -0.87, 0.05, -0.73, -0.20, -0.82, 1.47, -1.15, -0.98, 0.99, -0.99, -0.09, 0.20, 0.22, 0.20, 0.20, 0.19, 0.19, 0.20, 0.18, 0.20, 0.21, 0.20, 0.18, 0.20, 0.21, 0.19, 0.20, 0.21, 0.20, 0.19, 0.19, 0.21, 0.24, 0.25, -0.31, 0.26, 0.23, 0.24, 0.23, 0.24, 0.16, 0.48, 0.21, 0.10, 0.37, 0.36, 0.42, 0.44, 0.53, 0.54, 0.08]
}

=====

No. 4
{
  "formula": "C4H11IOSi",
  "method": "wB97M-V/def2-TZVPD",
  "e_homo_ha": [-0.246, -0.246],
  "multiplicity": 1,
  "de_lowest_kj_mol": 365.3,
  "symbols": ["C", "C", "C", "C", "O", "Si", "I", "H", "H", "H", "H", "H", "H", "H", "H", "H", "H", "H"],
  "positions_angstrom": [[2.153, 1.356, -0.057], [0.583, -1.876, 0.787], [-1.097, -1.111, -1.863], [-2.005, 1.284, 1.340], [1.366, 0.389, -0.853], [0.186, -0.649, -0.498], [-0.947, 3.158, 0.922], [1.339, 1.669, 0.607], [2.253, 2.250, -0.681], [3.040, 0.989, 0.379], [0.254, -1.768, 1.763], [0.217, -2.912, 0.528], [1.638, -1.977, 0.812], [-0.965, -2.107, -2.269], [-2.199, -1.043, -1.671], [-0.791, -0.443, -2.767], [-3.018, 1.518, 1.029], [-2.007, 1.273, 2.493]],
  "nbo_charge": [-0.25, -1.23, -1.17, -0.94, -0.95, 2.07, -0.09, 0.22, 0.21, 0.19, 0.28, 0.26, 0.25, 0.25, 0.29, 0.26, 0.16, 0.17]
}